No. 1
11 unconnected molecules or ions with the total composition C7H36O14S. Source: the Open Molecules 2025 dataset; level of theory: the ωB97M-V functional and the def2-TZVPD basis.

Geometry as ORCA input:
```
! wB97M-V def2-TZVPD RIJCOSX def2/J DEFGRID3
* xyz 0 1
C -4.060 3.098 -0.178
O -4.232 2.277 -1.323
C -3.048 1.704 -1.878
C -2.869 0.223 -1.499
C -1.624 -0.138 -0.683
C -1.540 0.559 0.692
C -0.520 1.695 0.816
C 0.937 1.270 0.962
O 1.374 0.198 0.094
S 1.270 -1.248 0.800
O 2.600 -1.640 1.211
O 1.116 -2.014 -0.631
H -3.059 3.033 0.238
H -4.758 2.778 0.598
H -4.302 4.130 -0.435
H -2.174 2.316 -1.653
H -3.184 1.748 -2.956
H -3.779 -0.132 -1.022
H -2.797 -0.324 -2.439
H -0.749 0.081 -1.289
H -1.687 -1.212 -0.498
H -2.522 0.964 0.924
H -1.345 -0.189 1.461
H -0.633 2.367 -0.026
H -0.751 2.233 1.732
H 1.565 2.110 0.678
H 1.178 1.068 2.004
H 0.202 -2.348 -0.684
O 2.098 0.122 4.077
H 2.601 -0.269 3.351
H 2.318 -0.438 4.835
O -3.345 0.112 -4.971
H -2.463 0.434 -5.224
H -3.800 0.011 -5.813
O 2.004 -2.526 5.269
H 2.384 -2.939 4.486
H 1.689 -3.269 5.799
O 2.643 -1.347 -3.460
H 3.074 -2.193 -3.272
H 2.163 -1.152 -2.646
O 1.881 -4.662 7.719
H 2.155 -5.524 8.051
H 1.820 -4.108 8.505
O -0.701 0.638 -6.132
H -0.077 -0.041 -6.416
H -0.624 1.350 -6.777
O 3.373 2.106 5.885
H 2.962 1.668 5.125
H 3.460 1.413 6.548
O 3.790 -3.995 -2.708
H 3.532 -4.705 -2.110
H 4.730 -3.864 -2.543
O 0.070 4.690 0.392
H -0.143 5.548 0.774
H 1.017 4.740 0.218
O -0.023 -1.886 -4.774
H 0.815 -1.676 -4.330
H -0.016 -2.845 -4.868
*
```

Atomic partial charges in e from the natural (NBO) method, atoms 1 to 6: atom 1 (C): -0.248, atom 2 (O): -0.551, atom 3 (C): -0.072, atom 4 (C): -0.437, atom 5 (C): -0.404, atom 6 (C): -0.421

=====

No. 2
19 unconnected molecules or ions with the total composition C7H47NO22S2 in a non-equilibrium geometry. Source: the Open Molecules 2025 dataset; level of theory: the ωB97M-V functional and the def2-TZVPD basis.

Geometry as ORCA input:
```
! wB97M-V def2-TZVPD RIJCOSX def2/J DEFGRID3
* xyz 0 1
C 3.638 0.019 0.023
O 2.672 -0.244 -1.013
C 1.733 0.816 -1.164
C 0.656 0.904 -0.007
C -0.371 -0.307 0.059
N 0.248 -1.658 -0.134
C 0.385 -2.177 0.988
S 0.596 -2.601 2.549
C -1.637 -0.079 -0.890
C -2.465 1.104 -0.193
O -1.819 2.337 -0.612
S -0.294 2.479 -0.014
O -0.359 2.949 1.386
O 0.361 3.530 -0.828
H 4.217 0.971 -0.148
H 3.185 -0.058 1.057
H 4.407 -0.830 -0.036
H 1.291 0.744 -2.203
H 2.331 1.785 -1.165
H 1.232 0.893 0.972
H -0.806 -0.299 1.111
H -2.271 -1.005 -0.943
H -1.343 0.201 -1.940
H -3.508 1.102 -0.623
H -2.550 0.977 0.921
O 1.826 0.099 4.055
H 1.231 -0.480 3.561
H 1.428 0.976 3.970
O 1.481 -3.863 5.661
H 1.015 -3.594 4.862
H 2.286 -4.284 5.332
O 6.674 -1.525 0.301
H 7.181 -1.111 1.009
H 7.351 -1.897 -0.283
O 2.852 4.923 -1.137
H 2.019 4.452 -0.984
H 3.361 4.325 -1.696
O -0.934 3.016 4.310
H -0.949 3.102 3.347
H -1.531 2.282 4.491
O -5.049 -0.453 -1.448
H -5.060 -0.388 -2.413
H -5.640 -1.192 -1.258
O 4.056 7.832 -0.885
H 3.761 6.930 -0.698
H 3.239 8.310 -1.067
O -7.537 0.289 -2.828
H -7.468 1.215 -3.101
H -7.021 0.247 -2.010
O -4.525 -2.941 -2.123
H -4.024 -2.520 -1.414
H -3.845 -3.300 -2.708
O -6.894 -5.361 -2.238
H -7.495 -4.663 -2.525
H -6.087 -4.890 -1.995
O 7.252 -4.338 -1.078
H 6.377 -4.259 -1.477
H 7.189 -5.130 -0.532
O 5.740 9.881 1.219
H 5.126 9.306 0.740
H 5.376 10.765 1.096
O 9.281 -1.363 -1.629
H 8.836 -1.107 -2.445
H 10.071 -1.829 -1.929
O 3.876 -6.226 5.923
H 4.112 -7.050 6.361
H 3.902 -5.572 6.631
O 2.223 -6.055 8.184
H 1.654 -6.411 8.876
H 1.719 -5.313 7.824
O -7.414 1.169 -5.530
H -8.290 1.229 -5.930
H -7.460 0.371 -4.986
O -8.466 3.787 -4.649
H -7.820 3.181 -5.038
H -9.235 3.713 -5.226
O -6.481 -2.004 -4.269
H -5.954 -2.540 -3.663
H -6.846 -1.300 -3.711
*
```

Atomic partial charges in e from the Löwdin method, atoms 1 to 6: atom 1 (C): -0.083, atom 2 (O): -0.202, atom 3 (C): -0.198, atom 4 (C): -0.217, atom 5 (C): -0.310, atom 6 (N): 0.091

=====

Number 1: frontier orbital gap 0.3395 Eh, energy -47342.387 eV. Number 2: frontier orbital gap 0.3445 Eh, energy -76224.244 eV.